1.
Density functional theory data (wB97M-V/def2-TZVPD) for a single C3H5Br molecule in a non-equilibrium geometry.

Each line ends with the Löwdin charge.
Positions of all 9 atoms, in Å:
C -0.5336 2.1746 0.3878  -0.2925
C -0.7271 1.0164 -0.1311  -0.3703
C 0.4252 -1.9869 -0.4431  -0.2672
Br 0.7087 -0.3359 0.7441  0.8306
H -1.3319 2.9071 0.3171  0.0373
H 0.2747 2.5514 1.0861  0.0554
H -0.2119 -2.5751 0.0294  -0.0368
H -0.0414 -1.3748 -1.1475  -0.0365
H 1.4373 -2.3768 -0.8428  0.0800

The strongest force on any atom is 0.1194 hartree/bohr. The frontier orbital gap is 8.82 eV. As for the highest occupied orbital energy: -8.462 eV. The total charge is 0. Its spin multiplicity is 1. The total energy comes out at -73229.457 eV.



2.
Density functional theory data (wB97M-V/def2-TZVPD) for a single C4H5NO molecule.

Each line ends with the Löwdin charge.
Positions of all 11 atoms, in Å:
C 2.4326 0.0672 0.4324  -0.1250
C 1.0165 0.3737 0.2321  -0.0565
C -0.1978 0.5008 0.1734  -0.2010
C -1.7240 0.0966 0.1619  -0.2753
O -1.3661 1.2706 -0.3543  0.0654
N -2.6388 -0.5859 -0.5164  0.1535
H 2.8801 -0.2881 -0.5026  0.0730
H 2.5912 -0.7069 1.1939  0.0706
H 2.9945 0.9574 0.7397  0.0723
H -3.0577 -0.1859 -1.3519  0.1166
H -2.9307 -1.4994 -0.2084  0.1064

The strongest force on any atom is 0.0155 hartree/bohr. The frontier orbital gap is 7.81 eV. As for the highest occupied orbital energy: -7.232 eV. The total charge is 0. Its spin multiplicity is 1. The total energy comes out at -7761.067 eV.



3.
Density functional theory data (wB97M-V/def2-TZVPD) for a single C5H7NO molecule.

Each line ends with the Löwdin charge.
Positions of all 14 atoms, in Å:
C -1.2256 1.2195 0.9456  -0.0470
C -0.6660 -0.9871 -0.2007  -0.0945
C -0.1683 -2.0594 -0.8487  -0.1920
O 1.1619 -1.9425 -1.2467  -0.0490
C 1.5587 -0.7219 -0.8358  -0.1172
C 0.4768 -0.1543 -0.2148  -0.3256
N 0.2560 1.1724 0.4292  0.0534
H -1.4291 0.4222 1.6684  0.0819
H -1.9471 1.0457 0.1393  0.0802
H -1.3267 2.2056 1.3868  0.0726
H -0.6333 -2.9946 -1.1162  0.0861
H 2.5884 -0.4837 -1.0770  0.1119
H 0.4383 1.9404 -0.2304  0.1696
H 0.9160 1.3376 1.2009  0.1696

The strongest force on any atom is 0.0144 hartree/bohr. The frontier orbital gap is 7.22 eV. As for the highest occupied orbital energy: -7.074 eV. The total charge is 0. Its spin multiplicity is 1. The total energy comes out at -8831.507 eV.



4.
Density functional theory data (wB97M-V/def2-TZVPD) for 8 unconnected molecules or ions with the total composition C24H73O30P8 in a non-equilibrium geometry.

Each line ends with the Löwdin charge.
Positions of all 135 atoms, in Å:
C 4.0144 -1.8039 3.9698  -0.3702
P 4.0267 -1.5024 2.0902  0.3189
C 4.0900 -1.2686 0.0978  -0.2817
C 3.6461 0.0699 -0.2782  -0.5744
O 2.4968 0.4655 -0.3653  -0.0126
O 4.6632 1.0054 -0.5775  0.0104
H 4.2893 -2.8475 4.1483  0.0026
H 3.0581 -1.5840 4.4456  0.0076
H 4.8279 -1.2111 4.4001  -0.0121
H 2.5524 -1.5244 1.9970  -0.0337
H 4.0064 -2.9489 1.8246  -0.0357
H 5.5020 -1.4879 2.1076  -0.0349
H 3.9804 -0.0298 2.2910  -0.0304
H 3.4118 -1.9805 -0.3692  0.0464
H 5.1087 -1.4360 -0.2568  0.0669
H 5.2135 0.5752 -1.2357  0.0689
C -0.5752 -1.2750 -2.7141  -0.0819
O 0.6488 -2.0065 -2.4628  -0.2314
P 0.5914 -3.4269 -1.6352  0.4911
O 2.0216 -3.5388 -1.3116  -0.2460
O 0.0681 -4.2804 -2.9222  -0.2595
C 0.8454 -4.2398 -4.1107  -0.1121
O -0.0579 -4.4110 -0.5593  -0.1979
C -1.4356 -4.8475 -0.6519  -0.0884
H -0.3410 -0.4683 -3.4006  0.0731
H -1.3246 -1.9259 -3.1743  0.0905
H -0.9784 -0.8585 -1.7977  0.0537
H 1.8934 -4.0372 -3.8883  0.0856
H 0.4613 -3.4777 -4.7928  0.0820
H 0.7561 -5.2140 -4.5895  0.0843
H -1.5273 -5.6402 -1.3903  0.0828
H -2.0979 -4.0251 -0.9123  0.0815
H -1.7238 -5.2348 0.3200  0.0873
C -1.9734 2.6759 2.0569  -0.1010
O -3.0415 1.7144 2.0281  -0.2165
P -2.7672 0.2745 1.3646  0.3790
O -4.0660 -0.3486 1.1026  -0.2446
O -1.9710 -0.3666 2.6145  -0.2432
C -2.6668 -0.6134 3.8316  -0.0972
O -1.7207 -0.1688 0.2793  -0.2096
C -0.2922 0.0620 0.4558  -0.0565
H -2.2984 3.5051 2.6795  0.0847
H -1.0701 2.2407 2.4908  0.0870
H -1.7592 3.0452 1.0533  0.0887
H -3.7303 -0.7742 3.6526  0.0815
H -2.5313 0.2234 4.5198  0.0847
H -2.2330 -1.5051 4.2778  0.0901
H 0.1282 -0.6940 1.1139  0.0949
H -0.0918 1.0530 0.8567  0.0808
H 0.1777 -0.0208 -0.5155  0.0410
C 3.5104 1.5556 -5.5163  -0.0982
O 2.2517 2.0462 -6.0099  -0.2114
P 1.0417 2.2532 -4.9766  0.3811
O -0.1980 2.3801 -5.7440  -0.2409
O 1.5360 3.6810 -4.3742  -0.2517
C 1.5292 4.8136 -5.2322  -0.1136
O 0.7738 1.5758 -3.5886  -0.2059
C 1.7732 1.6303 -2.5244  -0.0506
H 4.2318 1.6401 -6.3245  0.0861
H 3.8552 2.1538 -4.6693  0.0800
H 3.4274 0.5101 -5.2191  0.0937
H 0.7850 4.7076 -6.0219  0.0813
H 2.5166 4.9586 -5.6770  0.0816
H 1.2902 5.6844 -4.6240  0.0836
H 1.7142 2.5952 -2.0302  0.1013
H 2.7781 1.4693 -2.9079  0.0733
H 1.5408 0.8483 -1.8126  0.0413
C 7.7296 3.8318 0.4707  -0.0902
O 8.7440 2.8317 0.6871  -0.2149
P 9.0808 1.7705 -0.4822  0.4349
O 9.8218 0.7183 0.2194  -0.2362
O 10.0106 2.7673 -1.3719  -0.2624
C 11.1957 3.2802 -0.7735  -0.1080
O 8.4503 1.0347 -1.7496  -0.1999
C 7.9135 1.7664 -2.8657  -0.0931
H 7.7794 4.5290 1.3025  0.0857
H 7.9119 4.3772 -0.4598  0.0825
H 6.7403 3.3748 0.4455  0.0877
H 11.5684 2.6072 -0.0015  0.0856
H 11.0081 4.2656 -0.3418  0.0824
H 11.9407 3.3796 -1.5610  0.0846
H 8.7277 2.0979 -3.5073  0.0852
H 7.3237 2.6249 -2.5466  0.0831
H 7.2746 1.0833 -3.4207  0.0856
C -6.9571 -2.9103 -2.0057  -0.0884
O -5.8308 -3.7952 -1.8344  -0.2090
P -5.9869 -5.1241 -0.9596  0.4175
O -4.6418 -5.5889 -0.6299  -0.2219
O -6.7082 -5.9967 -2.1405  -0.2663
C -5.9532 -6.2941 -3.3092  -0.1077
O -7.0081 -5.6231 0.1459  -0.1958
C -8.4298 -5.5992 -0.0747  -0.0833
H -6.6825 -2.1651 -2.7459  0.0882
H -7.8312 -3.4589 -2.3637  0.0838
H -7.1962 -2.4101 -1.0690  0.0858
H -4.8843 -6.3124 -3.0959  0.0830
H -6.1572 -5.5578 -4.0897  0.0835
H -6.2686 -7.2744 -3.6627  0.0835
H -8.7151 -6.4569 -0.6792  0.0866
H -8.7510 -4.6809 -0.5636  0.0778
H -8.9064 -5.6699 0.8996  0.0890
C -10.2521 2.9817 -0.4508  -0.0965
O -9.6265 1.6892 -0.4569  -0.2085
P -9.7957 0.7232 -1.7315  0.4115
O -9.3993 -0.6206 -1.3175  -0.2263
O -8.6741 1.4806 -2.6332  -0.2665
C -7.3119 1.4489 -2.1932  -0.0846
O -10.8249 0.6213 -2.9358  -0.1999
C -11.1326 1.7572 -3.7648  -0.0840
H -9.8769 3.5179 0.4159  0.0905
H -9.9940 3.5420 -1.3531  0.0831
H -11.3353 2.8864 -0.3703  0.0882
H -7.1116 0.5692 -1.5827  0.0823
H -7.0791 2.3481 -1.6216  0.0862
H -6.6843 1.4265 -3.0811  0.0896
H -10.3397 1.8946 -4.4956  0.0903
H -11.2546 2.6674 -3.1798  0.0746
H -12.0639 1.5360 -4.2796  0.0891
C 3.1890 3.7057 7.6114  -0.1069
O 2.3273 2.5705 7.7706  -0.2119
P 2.9275 1.0953 7.5350  0.3980
O 1.8130 0.1680 7.3779  -0.2220
O 3.6462 0.9496 8.9927  -0.2586
C 2.8153 0.8678 10.1425  -0.1132
O 4.1841 0.6393 6.7077  -0.1887
C 5.4848 1.1988 6.9701  -0.0758
H 2.6485 4.5788 7.9674  0.0860
H 4.1005 3.5895 8.2038  0.0785
H 3.4478 3.8504 6.5619  0.0926
H 1.8371 0.4558 9.8943  0.0829
H 2.6929 1.8557 10.5939  0.0811
H 3.3106 0.2156 10.8600  0.0841
H 5.9177 0.7103 7.8396  0.0900
H 5.4408 2.2747 7.1344  0.0656
H 6.0988 0.9928 6.0977  0.0950

The strongest force on any atom is 0.1115 hartree/bohr. The frontier orbital gap is 5.07 eV. As for the highest occupied orbital energy: -3.538 eV. The total charge is -1. Its spin multiplicity is 1. The total energy comes out at -161814.149 eV.



5.
Density functional theory data (wB97M-V/def2-TZVPD) for a single C5H7NO molecule.

Each line ends with the Löwdin charge.
Positions of all 14 atoms, in Å:
H 2.6447 -1.8559 0.2063  0.0539
N 1.6706 -1.8223 0.4881  0.1588
C 1.0370 -0.7523 0.2582  -0.4286
O 1.4504 0.4278 -0.3124  -0.0089
C 0.3750 1.4293 -0.2965  -0.1072
C -0.8532 0.7392 0.2651  -0.2091
C -1.3219 -0.4116 -0.5631  -0.0502
C -0.3975 -0.6449 0.5969  -0.1721
H 0.2755 1.7431 -1.3386  0.1229
H 0.6142 2.3235 0.2997  0.1249
H -1.5219 1.2598 0.9447  0.1410
H -0.9131 -0.4750 -1.5700  0.1216
H -2.3365 -0.7729 -0.4498  0.1071
H -0.7231 -1.1880 1.4712  0.1459

Its SMILES is [H]/N=C1\OC[C@H]2C[C@@H]12. The strongest force on any atom is 0.0136 hartree/bohr. The frontier orbital gap is 10.76 eV. As for the highest occupied orbital energy: -9.749 eV. The total charge is 0. Its spin multiplicity is 1. The total energy comes out at -8834.917 eV.



6.
Density functional theory data (wB97M-V/def2-TZVPD) for a molecular structure, C32H27N2NiO7P2S.

Each line ends with the Löwdin charge.
Positions of all 72 atoms, in Å:
Ni 1.1575 -1.0714 -0.1788  0.4027
O 2.3080 -3.1814 -3.3140  0.0366
C 1.7775 -2.7238 -2.3107  -0.5976
O 1.3498 -1.5322 -2.1273  -0.1198
C 1.4942 -3.6692 -1.1413  -0.1623
C 1.8609 -5.0037 -1.1534  0.0075
C 1.4807 -5.7947 -0.0827  -0.0416
C 0.6901 -5.2533 0.9191  0.0074
C 0.3323 -3.9158 0.8415  -0.1427
N 0.7856 -3.1407 -0.1426  0.1164
C -0.7310 -3.3675 1.7867  -0.5629
O -0.8882 -3.9234 2.8627  0.0566
O -1.4479 -2.4074 1.3136  -0.1695
H 2.4269 -5.3764 -1.9950  0.1160
H 1.7703 -6.8380 -0.0417  0.1038
H 0.3215 -5.8361 1.7505  0.1154
N -0.6126 1.3231 0.5147  -0.3418
P -0.9570 -0.4830 0.8384  0.9796
C -2.4656 -0.4917 -0.1783  -0.3265
C -2.5016 -1.3527 -1.2692  -0.0720
C -3.5517 -1.2898 -2.1748  -0.0781
C -4.5789 -0.3773 -1.9842  -0.1028
C -4.5513 0.4781 -0.8905  -0.0961
C -3.4915 0.4292 0.0024  -0.1069
C -1.3975 -0.1425 2.5829  -0.2969
C -2.6593 -0.4492 3.0856  -0.0799
C -2.9818 -0.1483 4.3989  -0.0832
C -2.0377 0.4329 5.2359  -0.1021
C -0.7690 0.7060 4.7513  -0.0868
C -0.4498 0.4243 3.4288  -0.0950
P 0.6403 1.2544 -0.6123  0.9363
C 1.5883 2.8008 -0.4263  -0.3359
C 2.8346 2.8668 -1.0458  -0.1089
C 3.6115 4.0105 -0.9419  -0.0870
C 3.1574 5.0946 -0.2038  -0.0976
C 1.9184 5.0357 0.4186  -0.0909
C 1.1338 3.8970 0.3025  -0.0863
C -0.2038 1.5142 -2.2095  -0.3229
C -1.4280 2.1767 -2.2668  -0.0952
C -2.0782 2.3315 -3.4805  -0.0931
C -1.5073 1.8271 -4.6426  -0.0988
C -0.2946 1.1578 -4.5862  -0.0807
C 0.3539 0.9889 -3.3708  -0.0890
H -0.3850 1.8362 1.3570  0.0209
H -1.6911 -2.0572 -1.4155  0.1032
H -3.5602 -1.9492 -3.0337  0.1010
H -5.3982 -0.3266 -2.6916  0.0945
H -5.3509 1.1941 -0.7401  0.0958
H -3.4453 1.1236 0.8327  0.1043
H -3.3805 -0.9437 2.4495  0.1073
H -3.9689 -0.3867 4.7753  0.0980
H -2.2860 0.6527 6.2671  0.0938
H -0.0144 1.1288 5.4039  0.0983
H 0.5578 0.5996 3.0696  0.0871
H 3.2013 2.0083 -1.5999  0.1136
H 4.5787 4.0496 -1.4279  0.1017
H 3.7699 5.9830 -0.1111  0.0969
H 1.5578 5.8809 0.9920  0.0987
H 0.1574 3.8680 0.7716  0.0967
H -1.8723 2.5395 -1.3488  0.0924
H -3.0377 2.8331 -3.5188  0.0974
H -2.0213 1.9381 -5.5901  0.0946
H 0.1373 0.7348 -5.4849  0.1017
H 1.2606 0.3993 -3.3132  0.0898
C 4.1144 0.5571 1.5949  -0.1355
S 3.3821 -1.0605 1.4554  0.4160
O 1.9636 -0.8843 1.8593  -0.3968
O 4.1627 -1.9250 2.2975  -0.3129
O 3.3698 -1.3756 0.0178  -0.3476
H 4.1396 0.8355 2.6466  0.0644
H 3.5225 1.2668 1.0221  0.0311
H 5.1272 0.4998 1.1998  0.0659

The strongest force on any atom is 0.0068 hartree/bohr. The frontier orbital gap (alpha / beta) is 7.74 / 8.38 eV. As for the highest occupied orbital energy (alpha / beta): -5.254 / -5.892 eV. The total charge is -1. Its spin multiplicity is 3. The total energy comes out at -121396.833 eV.



7.
Density functional theory data (wB97M-V/def2-TZVPD) for a molecular structure, C27H34F3GeN4O8SSeTi in a non-equilibrium geometry.

Each line ends with the Löwdin charge.
Positions of all 80 atoms, in Å:
Ti -1.1853 0.0557 2.1808  0.7130
N -2.9182 -0.0394 -0.5773  0.0099
C -3.9693 0.5502 -1.4009  -0.2433
C -3.3987 1.7016 -2.2440  -0.1900
C -3.1288 3.0051 -1.4618  -0.1834
C -1.6365 3.2323 -1.1720  -0.2443
N -1.1270 2.3031 -0.1560  -0.0085
H -2.4443 -0.7711 -1.0923  0.0397
H -3.2982 -0.4480 0.2653  0.0433
H -4.7555 0.9306 -0.7452  0.1166
H -4.4236 -0.1867 -2.0755  0.1066
H -4.0857 1.9040 -3.0715  0.0968
H -2.4586 1.3512 -2.6750  0.0830
H -3.6569 2.9824 -0.5041  0.1115
H -3.5112 3.8570 -2.0329  0.0947
H -1.4702 4.2621 -0.8429  0.1063
H -1.0686 3.0779 -2.0979  0.0907
H -1.7903 1.5211 -0.1304  -0.0122
H -1.1756 2.7233 0.7663  0.0588
N 1.7966 2.2347 3.5959  0.1981
C 1.1774 1.1131 3.1114  -0.4353
O 0.1107 1.2407 2.4628  -0.2420
C 1.6440 -0.2694 3.4463  -0.1962
C 0.4260 -1.1684 3.4511  -0.1776
H 1.2023 3.0386 3.4063  0.1072
H 2.7348 2.3702 3.2401  0.0963
H 2.1647 -0.2284 4.4130  0.1064
H 2.3632 -0.5977 2.6898  0.0994
H -0.1678 -1.0993 4.3590  0.0349
H 0.5812 -2.1835 3.1155  0.0078
C 4.1287 -3.8010 -0.7669  -0.1088
C 3.2935 -3.5581 -1.8528  -0.0936
C 1.9571 -3.2668 -1.6622  -0.0275
C 1.4243 -3.1967 -0.3714  -0.1672
C 2.2604 -3.4768 0.7145  -0.0227
C 3.5979 -3.7700 0.5161  -0.0974
Ge 0.3211 0.0086 -0.0608  1.2161
C 2.1147 0.9575 0.2812  -0.3298
C 3.2892 0.2049 0.3756  -0.1167
C 4.5202 0.7961 0.6261  -0.0984
C 4.6103 2.1714 0.7848  -0.1205
C 3.4578 2.9436 0.6862  -0.1175
C 2.2317 2.3412 0.4365  -0.1554
C 0.3586 0.4656 -2.0481  -0.3053
C -0.4064 -0.2650 -2.9637  -0.1447
C -0.4379 0.0598 -4.3126  -0.1047
C 0.3070 1.1252 -4.7970  -0.1154
C 1.1050 1.8392 -3.9128  -0.1093
C 1.1280 1.5119 -2.5660  -0.1251
H 5.1791 -4.0198 -0.9139  0.0894
H 3.6952 -3.6177 -2.8573  0.0942
H 1.2919 -3.0727 -2.4917  0.1055
H 1.8278 -3.4551 1.7065  0.1111
H 4.2331 -3.9888 1.3666  0.0972
H 3.2324 -0.8688 0.2203  0.0831
H 5.4123 0.1842 0.7009  0.0936
H 5.5691 2.6419 0.9694  0.0872
H 3.5279 4.0212 0.7941  0.0954
H 1.3358 2.9475 0.3589  0.0966
H -0.9676 -1.1240 -2.6132  0.0657
H -1.0541 -0.5163 -4.9939  0.0974
H 0.2750 1.3944 -5.8463  0.0876
H 1.7129 2.6611 -4.2764  0.0908
H 1.7519 2.0863 -1.8949  0.0774
N -0.8020 -2.9875 -1.1815  0.1674
C -0.0312 -3.0226 -0.1660  -0.5376
H -1.8194 -3.0033 -0.9858  0.0057
F -5.3495 -3.6373 -0.9278  -0.0947
C -4.0886 -3.3601 -0.3826  -0.4498
F -4.4340 -2.5847 0.7688  -0.1560
F -3.7390 -4.6163 0.1539  -0.1318
S -2.0343 -2.9578 1.6394  0.9142
O -1.9332 -3.5809 2.9422  -0.3726
O -0.3437 -2.9997 1.1539  -0.2863
O -2.1183 -1.4216 1.8606  -0.5482
O -1.7461 0.5844 4.2287  -0.4540
Se -2.4410 1.9169 3.5647  0.7704
O -1.4705 3.2043 3.5560  -0.4720
O -2.6123 1.3447 1.9952  -0.5069
O -3.8508 2.2950 4.2205  -0.4645

The strongest force on any atom is 0.1140 hartree/bohr. The frontier orbital gap (alpha / beta) is 5.44 / 5.94 eV. As for the highest occupied orbital energy (alpha / beta): -1.395 / -1.896 eV. The total charge is -2. Its spin multiplicity is 2. The total energy comes out at -214854.631 eV.



8.
Density functional theory data (wB97M-V/def2-TZVPD) for 3 unconnected molecules or ions with the total composition C5H11NO2 in a non-equilibrium geometry.

Each line ends with the Löwdin charge.
Positions of all 19 atoms, in Å:
C -0.7095 -0.8243 -1.3820  -0.0038
C -0.4089 0.3555 -0.4778  -0.4369
N 0.8168 0.5347 0.1606  0.3305
C 4.1134 0.2260 0.2771  -0.0528
C -0.5307 0.1622 0.9792  -0.0156
C -3.7136 0.1340 0.5230  -0.5593
O -3.2103 -1.0152 0.6604  -0.0858
O -3.2220 1.2742 0.3767  -0.0221
H -1.2935 -0.4706 -2.2267  0.0878
H 4.5106 -0.2525 1.1784  0.0170
H 0.2293 -1.1019 -1.8695  0.0868
H -0.8517 1.3420 -0.8045  0.1821
H -1.3098 -1.6173 -0.9221  0.0902
H 4.1400 1.2811 0.5673  0.0205
H 4.7478 -0.0688 -0.5546  0.0148
H 3.0631 -0.0659 0.0799  -0.0192
H -0.6885 -0.9013 1.2591  0.1286
H -0.8349 0.9792 1.5981  0.1020
H -4.8476 0.0290 0.5774  0.1352

The strongest force on any atom is 0.0607 hartree/bohr. The frontier orbital gap is 4.15 eV. As for the highest occupied orbital energy: -8.732 eV. The total charge is 0. Its spin multiplicity is 1. The total energy comes out at -10941.181 eV.